[1]
Formula: C14H18F2N4O6
Source: the Open Molecules 2025 dataset
Level of theory: ωB97M-V/def2-TZVPD

Geometry as XYZ:
```
44
Properties=species:S:1:pos:R:3:lowdin_charge:R:1
H 6.32371 -8.18331 16.59027 0.04
F 9.63932 -7.19267 20.00043 0.05
C 8.79841 -10.00528 17.93388 -0.22
O 4.52727 -8.70019 22.75661 0.17
C 7.51520 -7.87518 20.85495 -0.07
O 6.12928 -6.28300 18.20524 0.18
H 8.76321 -6.13358 21.46303 0.17
C 12.03639 -15.68011 18.00654 -0.07
F 3.41218 -12.09307 21.04848 0.04
C 4.52930 -9.57724 21.95752 -0.55
C 4.85743 -9.70839 16.48068 -0.28
H 6.99684 -7.75832 21.81063 0.14
H 13.94247 -11.94280 16.55588 0.09
C 5.36336 -10.92133 20.38287 -0.07
H 12.23494 -11.71905 16.28627 0.05
C 6.78411 -6.65291 19.11838 -0.54
C 13.41433 -10.92909 14.74662 -0.28
O 5.56016 -10.41154 21.70754 0.06
H 6.12687 -8.97024 15.00521 0.08
H 13.08918 -15.50992 17.77971 0.08
H 11.60171 -16.05949 17.07957 0.09
C 10.21489 -9.88121 17.66206 -0.06
N 10.86032 -13.45563 18.65436 0.14
H 3.34947 -11.00926 19.39259 0.14
O 7.79777 -5.92630 19.69717 0.13
C 13.18093 -11.91500 15.77620 -0.08
H 5.74351 -10.23692 19.62327 0.08
C 5.61056 -8.59946 15.89027 -0.06
H 5.84550 -11.88790 20.27898 0.14
N 4.22179 -10.54787 16.93611 0.14
H 4.84527 -7.88318 15.59258 0.09
O 3.50220 -9.84413 21.09315 0.13
N 7.67354 -10.10329 18.13502 0.19
C 11.37999 -14.43916 18.37770 -0.27
C 8.49042 -6.73803 20.60413 -0.28
H 10.76455 -10.78002 17.94278 0.05
H 10.67383 -9.10994 18.28763 0.08
C 3.84880 -10.97782 20.35486 -0.29
H 10.40084 -9.58739 16.63141 0.09
H 7.97306 -8.86250 20.89556 0.14
N 13.60157 -10.13996 13.93520 0.13
H 11.95146 -16.44403 18.77303 0.08
O 6.61715 -7.80599 19.77525 0.06
H 13.10707 -12.94730 15.43309 0.08
```

## Properties
SMILES string	O=C1OC[C@@H](F)O1.O=C1OC[C@@H](F)O1.CC#N.CC#N.CC#N.CC#N
2S+1	1
orbital gap	11.1	eV

=====

[2]
Formula: CH5NO2Si
Source: the Open Molecules 2025 dataset
Level of theory: ωB97M-V/def2-TZVPD

Geometry as XYZ:
```
10
Properties=species:S:1:pos:R:3:lowdin_charge:R:1
C -1.73986 -0.34858 0.99714 0.12
H -2.40362 -1.01111 1.40263 0.04
H 2.35627 1.48738 -0.04604 -0.05
H 0.44676 1.31934 -1.91570 -0.06
H -1.60023 0.57186 1.49673 0.06
Si 1.36488 0.72993 -0.86883 0.59
O 0.38053 0.15317 0.33544 -0.31
N -0.62973 -0.85077 0.38485 -0.36
O -0.37480 -1.97119 -0.00801 0.07
H 2.19980 -0.08003 -1.77820 -0.09
```

## Properties
<S²>	2.006
2S+1	3
orbital gap (spin up / spin down)	7.8 / 9.3	eV

=====

[3]
Formula: C5H10O2
Source: the Open Molecules 2025 dataset
Level of theory: ωB97M-V/def2-TZVPD

Geometry as XYZ:
```
17
Properties=species:S:1:pos:R:3:lowdin_charge:R:1
C -1.13878 -1.00062 0.69863 0.00
O 1.74591 0.84484 1.30121 -0.05
H -1.06957 -1.99191 0.23695 0.09
H 1.66078 -1.17944 0.92902 0.11
H -2.60027 0.80467 -0.85971 0.12
H 2.83333 -0.27201 -0.02841 0.12
H 1.05994 0.74206 -1.37813 0.13
C 1.81907 -0.23200 0.39044 -0.27
O -0.87673 1.40570 0.22584 -0.05
C 0.80524 -0.11708 -0.74556 -0.11
H 0.85318 -1.01767 -1.37159 0.13
H -1.19811 1.42339 -1.88224 0.12
H 0.97199 1.38373 1.08584 0.07
C -0.60832 0.06763 -0.22638 -0.50
C -1.52392 0.94785 -0.95643 -0.08
H -2.18218 -0.80250 0.95718 0.09
H -0.55157 -1.00663 1.62334 0.09
```

## Properties
SMILES string	C[C@@]1(CCO)CO1
2S+1	1
orbital gap	11.0	eV

=====

[4]
Formula: C40H32EuN7P2S3
Source: the Open Molecules 2025 dataset
Level of theory: ωB97M-V/def2-TZVPD

Geometry as XYZ:
```
85
Properties=species:S:1:pos:R:3:lowdin_charge:R:1
C 4.53321 0.56292 -1.57962 -0.72
H 1.34350 5.16288 -2.05923 0.10
H 0.45521 -4.05953 5.17121 0.10
H -2.26468 -3.62111 1.56464 0.11
H 3.75661 -1.98957 -3.68530 0.10
C -0.90497 0.41061 -3.77373 -0.10
S 2.37708 -1.23098 -1.39904 0.49
C -5.30305 -2.25962 2.19154 -0.09
H 0.15860 6.41862 -0.24799 0.10
H -0.75734 -1.65264 -6.45101 0.10
C -1.13561 2.92429 3.22992 -0.04
C 0.03291 2.57527 2.35988 -0.31
C -4.66837 0.81790 -1.10113 -0.09
C 1.66922 -4.33342 3.42507 -0.09
C -0.52935 -2.25942 -4.40649 -0.08
C 1.08705 -2.99200 1.51718 -0.16
H -1.42843 2.85501 -0.68399 0.07
C 1.46038 0.05138 4.18419 -0.92
C -3.43927 0.18154 -1.15153 -0.10
Eu 1.81401 0.26579 0.80384 0.89
H -3.39949 -0.89123 -1.31080 0.11
C 1.05570 4.67577 -1.13782 -0.06
S 2.79740 -0.59526 3.31707 0.50
C 3.82761 -0.54824 -2.10963 -0.69
C -4.34418 -3.22671 1.91628 -0.08
C -3.59792 -0.56683 2.16925 -0.10
H 0.65493 0.04902 6.06046 0.09
C -3.57108 2.92404 -0.74268 -0.08
H -1.49888 -1.98393 -0.49424 0.05
C 4.30693 -1.15472 -3.27324 -0.09
C -2.26024 0.90738 -0.99301 -0.36
C -2.63203 -1.52973 1.89645 -0.36
C -0.68849 -0.51607 -2.75498 -0.39
H -0.26372 -2.57208 -2.30464 0.08
H 2.70477 -4.39157 1.54747 0.11
H -1.82390 2.07436 3.23099 0.06
C 1.36639 3.34378 -0.92127 -0.17
H -3.30364 0.47364 2.25044 0.09
H -5.58031 0.24574 -1.22494 0.10
H -0.44256 5.21430 1.83870 0.10
C -0.74486 -1.33410 -5.41621 -0.10
C -0.49138 -1.85358 -3.08039 -0.13
C 5.91614 -1.40815 -5.08487 -0.20
C -4.92957 -0.93061 2.31660 -0.09
N 6.27745 -1.97765 -6.01864 0.14
C -3.01400 -2.86574 1.77060 -0.09
C -4.73729 2.19054 -0.89548 -0.10
C 0.36721 3.34531 1.15056 -0.25
H -1.08739 0.73201 -5.88395 0.10
N -0.81821 -1.32240 -0.13485 -0.42
H 2.31073 -5.07129 3.89078 0.10
P -0.90468 -0.99582 1.56104 0.95
N 0.57421 0.96400 3.81665 -0.05
H -0.36737 -3.30126 -4.65411 0.10
H -6.34135 -2.54397 2.31036 0.10
S 4.06493 1.47176 -0.16239 0.46
C -0.17322 -2.79702 3.55851 -0.13
H -4.63784 -4.26508 1.82040 0.10
C 5.69283 0.98766 -2.24328 -0.09
C 5.46150 -0.72750 -3.91679 -0.21
H -5.67570 -0.17384 2.52652 0.10
C -0.92940 0.00414 -5.09754 -0.09
C 6.17107 0.36643 -3.38740 -0.21
H -1.66890 3.80574 2.88148 0.06
C 0.39537 5.36812 -0.13374 -0.07
N 1.03169 2.68910 0.18647 -0.02
C 0.04118 -2.41472 2.23575 -0.41
C 7.36355 0.83794 -4.01423 -0.20
H -3.61617 3.99434 -0.57967 0.10
H 1.90807 2.76604 -1.66102 0.09
C 0.63090 -3.75961 4.14472 -0.10
H 1.25007 -2.73682 0.47699 0.02
H 6.22694 1.83409 -1.83390 0.10
N 8.32584 1.23110 -4.50970 0.14
H -0.96901 -2.33062 4.12887 0.11
C -2.33972 2.28264 -0.79291 -0.10
H 1.99161 -1.02929 5.81100 0.07
C 1.89271 -3.95104 2.11204 -0.09
P -0.58424 0.11857 -1.04824 0.88
N 0.81845 1.59120 2.64164 -0.13
H -5.69918 2.68744 -0.86024 0.10
N 1.26654 -0.44777 5.43476 0.05
C 0.04732 4.69841 1.02475 -0.03
H -0.80781 3.05628 4.26174 0.08
H -1.05297 1.45547 -3.52092 0.10
```

## Properties
<S²>	15.761
charge	-1
2S+1	8
orbital gap (spin up / spin down)	5.8 / 6.3	eV

=====

[5]
Formula: C26H14Cl5NPdS
Source: the Open Molecules 2025 dataset
Level of theory: ωB97M-V/def2-TZVPD

Geometry as XYZ:
```
48
Properties=species:S:1:pos:R:3:lowdin_charge:R:1
C -4.19898 -5.82712 -2.09684 -0.07
C -0.05930 0.47088 3.58373 -0.14
C 0.84745 -4.11162 -5.81105 -0.07
Pd 0.54190 -0.06518 0.08070 0.60
Cl 3.05135 -2.73746 0.37176 0.66
C 5.13260 0.64948 0.87703 -0.71
H 0.93176 0.15125 3.88626 0.11
C -1.45893 0.97206 1.81430 -0.76
C -2.31999 -4.67021 -1.15713 0.00
C 3.47778 -1.06063 0.45417 -0.70
Cl 5.96839 -1.90306 1.12282 0.68
C 2.51535 -0.10425 0.18381 -0.33
H -0.33976 -5.20253 -4.40480 0.12
C -0.84952 -3.27464 -2.56735 -0.09
H -1.71181 -4.39243 -0.30667 0.12
H -3.10537 1.31193 4.74036 0.10
C -1.04775 0.73284 4.51544 -0.08
C 1.41666 -2.88673 -6.13141 -0.07
C 2.89596 1.22654 0.27532 -0.67
C -0.11115 -3.14078 -3.82498 -0.17
H -3.48740 1.49349 2.28875 0.10
C -0.47568 -2.48787 -1.52704 -0.09
S -1.57906 1.01646 0.06592 0.54
C -3.87361 -5.35029 -3.35924 -0.06
H 2.01313 -2.78904 -7.02884 0.11
C -0.15692 -1.74406 -0.58557 -0.08
C -2.76232 -4.54401 -3.53047 -0.02
N -0.25269 0.60414 2.27406 -0.04
C -1.97404 -4.19638 -2.42827 -0.17
C -2.51758 1.22977 2.68642 -0.10
C 1.23122 -1.78924 -5.30040 -0.06
C -3.42008 -5.48944 -0.99711 -0.06
Cl 6.73322 1.10820 1.30086 0.68
H 1.00919 -4.97044 -6.44854 0.11
Cl 1.64046 2.41757 -0.08314 0.67
H 1.67895 -0.83670 -5.54851 0.11
H 0.33470 -1.06670 -3.48991 0.12
H -2.52880 -4.15062 -4.50976 0.12
C 4.17647 1.63237 0.61196 -0.71
H -4.49264 -5.59800 -4.21092 0.11
C 4.78288 -0.70061 0.79231 -0.71
H -3.67896 -5.85791 -0.01400 0.11
C 0.48144 -1.91475 -4.14650 0.00
C -2.29799 1.11951 4.04494 -0.08
Cl 4.57942 3.30132 0.69194 0.69
H -0.84263 0.64073 5.57229 0.10
C 0.07935 -4.24101 -4.66740 -0.03
H -5.06984 -6.45607 -1.96727 0.11
```

## Properties
2S+1	1
orbital gap	5.5	eV

=====

[6]
Formula: C48H52N3Sb3W
Source: the Open Molecules 2025 dataset
Level of theory: ωB97M-V/def2-TZVPD

Geometry as XYZ:
```
107
Properties=species:S:1:pos:R:3:lowdin_charge:R:1
C 0.84340 -5.05175 -1.76734 -0.28
H -2.00711 -7.60542 -1.15718 0.13
C 4.46828 -0.09132 2.36924 0.06
H -1.32697 3.16405 3.69499 0.10
H -4.01338 3.84046 -2.76486 0.10
H 0.35524 -8.28331 -0.84357 0.13
H -2.54315 -5.30963 -1.85526 0.13
C -0.85320 -3.25855 -2.29772 -0.27
H -1.12171 1.61050 4.48085 0.09
H 1.66883 -3.75282 1.56487 0.00
H -4.30313 2.91549 -1.30076 0.09
H -1.80346 -3.21814 -2.83173 0.08
H 2.99899 -1.12397 4.45307 0.14
C -5.06343 0.89181 1.79206 -0.04
N 1.96170 1.47259 -1.47471 -0.05
H -0.10892 -2.76252 -2.91791 0.04
C -1.32942 4.86212 0.96194 -0.28
C 3.32475 1.45374 -1.36686 -0.21
C -0.46933 3.81239 0.60204 -0.32
C -0.28599 -0.90419 2.55458 -0.18
C -1.44446 -3.46095 1.02035 -0.23
H 4.82374 -3.06322 -1.59509 0.04
H 0.37952 2.37386 -2.46903 0.09
C 3.82838 0.86433 -0.12166 -0.22
C -0.96090 0.51637 -2.46063 -0.33
H -4.08529 0.94282 -0.10642 0.08
H 5.87920 1.48781 -0.26103 0.14
H -1.25780 -1.59100 4.31976 0.14
H 2.16131 -6.67758 -1.28607 0.13
H -2.37309 0.49055 -5.50697 0.13
H -3.78554 -1.36184 0.03057 0.02
H -3.59027 1.57430 4.76309 0.13
H 0.90214 -1.80484 5.57993 0.15
C 0.62184 6.30955 1.13507 -0.02
H 2.92655 -4.67084 -2.06509 0.08
C -3.96673 1.06072 0.96442 -0.15
C -1.50677 -5.59136 -1.69508 -0.05
H -1.20824 -0.75970 2.01295 0.06
C 1.46347 5.25179 0.81669 -0.06
H 5.22449 1.99829 -2.18344 0.13
C -1.72351 1.49191 -1.80304 -0.35
C 2.22184 2.96306 -3.34500 0.03
H 1.57920 3.18820 0.32466 0.06
H -0.39355 1.91022 2.90450 0.04
H -3.67393 -2.49222 -1.33617 0.04
C 0.11220 -7.26993 -1.13443 -0.03
H -6.02970 0.63858 1.37575 0.13
C -1.15145 0.13731 -3.77319 -0.06
H -2.02723 -4.28894 0.61828 0.03
H -3.37024 -0.75651 -1.60677 0.01
C -1.28590 2.08755 3.51430 -0.05
H 4.92562 -1.70087 -0.47274 0.01
C 2.06077 -1.08595 3.91822 0.05
H 3.32686 -3.11257 1.71947 0.02
H 1.73079 3.59089 -4.07591 0.14
C -0.74459 6.10717 1.20888 -0.01
C 2.62040 -3.60884 1.05764 -0.24
C 4.37119 -2.11281 -1.31313 -0.25
C -2.93426 1.74926 -3.86915 0.02
H -0.52936 -0.61024 -4.24775 0.12
C -3.52248 3.27735 -1.97367 -0.02
C -2.81868 4.75358 1.15369 -0.04
H 4.70312 -0.45212 3.36012 0.14
C -4.91518 1.06925 3.16243 -0.02
H 4.41366 -1.43613 -2.16454 0.02
H -3.06076 4.66854 2.21568 0.10
C -3.68293 1.41987 3.69409 -0.01
H 1.90666 -3.71303 -3.12219 0.08
Sb -1.23705 -2.05864 -0.54996 1.37
Sb 2.36892 -2.53127 -0.75112 1.38
H -0.48633 -3.84594 1.36109 0.01
H 6.46974 0.57170 1.95858 0.15
H -3.31072 5.65489 0.78936 0.11
C -2.71440 2.14806 -2.54297 -0.26
C 3.59586 2.82434 -3.30991 0.04
C 1.97827 -4.13140 -2.11712 -0.28
C -2.56526 1.60611 2.88140 -0.32
C -2.72587 1.40228 1.50422 -0.35
C -0.49479 -4.66181 -1.91760 -0.31
H -3.70920 2.24732 -4.43919 0.14
C -3.26913 -1.57700 -0.90173 -0.22
N 2.88003 0.27552 0.63245 -0.04
H 4.22900 3.31793 -4.03620 0.15
C 4.15079 2.07270 -2.27980 0.05
C -0.30862 -1.34839 3.85983 0.01
C 0.88448 -1.45859 4.55406 0.04
W 0.90732 -0.03762 -0.19830 1.08
N 0.85517 -0.59079 1.90649 -0.08
H 3.02101 -4.58499 0.78326 0.04
C 1.44921 2.27373 -2.42951 -0.09
H 2.53500 5.39747 0.77827 0.12
C -2.18018 0.76225 -4.47698 -0.01
C 2.01602 -0.65581 2.60727 -0.21
Sb -1.13512 1.84866 0.21709 1.57
H -5.76734 0.94680 3.81843 0.13
H -3.27213 3.90459 0.65126 0.03
C 1.12923 -6.35592 -1.37183 -0.02
C 5.12907 0.99003 0.33606 0.05
C 5.45661 0.48765 1.58522 0.04
H -0.05983 -0.00319 -2.02620 -0.02
H -1.38907 6.93664 1.47357 0.14
C 3.18212 -0.16814 1.86973 -0.20
C 0.91460 4.01164 0.55276 -0.16
C -1.20985 -6.88959 -1.30704 -0.03
H 1.03119 7.29073 1.33650 0.13
H -2.88845 3.97191 -1.42253 0.07
H -1.99246 -3.00712 1.84297 0.02
```

## Properties
<S²>	2.035
charge	+4
2S+1	3
orbital gap (spin up / spin down)	5.6 / 5.1	eV

=====

It is found that the energy relative to the best compared isomer or geometry (same formula, charge and spin) values, taken in the order of the records, are 0.000; 1.080; 2.092; 0.073; 1.516; 0.474 eV.